# 1
{"formula": "C2H6NS", "method": "ωB97M-V with the def2-TZVPD basis set", "charge": 1, "gap_ha": [0.3057, 0.3656], "symbols": ["C", "C", "N", "S", "H", "H", "H", "H", "H", "H"], "xyz": [[-0.59100, 0.19031, -0.66779], [0.43206, 0.21279, 0.45445], [-0.46237, -0.92848, 0.35363], [2.13343, 0.00998, 0.05027], [-1.48942, 0.91166, -0.58054], [-0.36236, 0.09492, -1.68597], [-0.32252, 1.88406, 2.15775], [-1.11700, -1.02842, 1.06856], [-0.13702, -1.85519, -0.04060], [1.91620, 0.50836, -1.10976]]}



# 2
{"formula": "C2H6O", "method": "ωB97M-V with the def2-TZVPD basis set", "charge": 0, "gap_ha": 0.2558, "symbols": ["C", "O", "C", "H", "H", "H", "H", "H", "H"], "xyz": [[0.07715, 1.04961, 0.17511], [1.43929, -1.39194, -0.16726], [-1.16164, 0.17187, -0.28771], [0.00724, 1.37567, 1.18888], [0.76228, 1.52176, -0.55365], [1.88801, -1.97282, 0.45816], [-1.38258, -0.14447, -1.38517], [0.08742, -0.36899, 0.04651], [-1.71718, -0.24069, 0.52513]]}



# 3
{"formula": "C2H6O", "method": "ωB97M-V with the def2-TZVPD basis set", "smiles": "C=C.O", "charge": 0, "gap_ha": 0.3946, "symbols": ["C", "C", "H", "H", "H", "H", "O", "H", "H"], "xyz": [[-0.07109, -1.81079, 0.76115], [0.27196, -0.82167, -0.17208], [0.38857, -2.78769, 0.57246], [-0.78473, -1.73499, 1.58952], [0.87904, -1.10959, -1.03798], [-0.16786, 0.18221, -0.16939], [-0.47539, 2.66814, -0.77567], [0.45902, 2.91423, -0.96161], [-0.49948, 2.50018, 0.19359]]}



The following calculated total energy values (in eV) correspond, in order, to the records above: -14483.285, -4213.208, -4217.508.
The following ΔE to the lowest compared entry with this formula, charge and spin values (in kJ/mol) correspond, in order, to the records above: 523.9, 507.5, 92.6.